The following is a quantum chemistry calculation of a cluster of 2 separate species, C4H12 in total at a distorted geometry, from the OMol25 dataset.

## Properties
- spin multiplicity = 1
- total charge = 0
- HOMO-LUMO gap (Eh) = 0.4569
- ΔE to the lowest compared entry with this formula, charge and spin (kcal per mole) = 23.1
- SMILES = CC.CC

The geometry in XYZ format:
```
16
Properties=species:S:1:pos:R:3:forces:R:3
C -1.435133 -1.551186 -0.029098 -0.3 -1.9 -0.7
C -0.041211 -2.108913 0.099510 1.4 -0.4 2.0
H -1.520587 -0.897334 -0.900674 -0.3 0.0 0.3
H -2.086790 -2.457353 -0.113205 0.1 0.9 -0.5
H -1.769956 -1.111356 0.879139 -0.1 0.9 0.6
H 0.743688 -1.297374 0.144552 -0.8 -0.8 1.1
H -0.025094 -2.929743 0.984594 0.5 2.2 -1.9
H 0.350726 -2.562899 -0.782608 -0.4 -1.0 -0.9
C 0.085535 2.235080 0.181353 0.2 0.8 1.1
C 1.396823 1.480947 -0.160403 0.0 1.3 -2.5
H 0.244022 2.992507 1.044086 -0.6 -1.7 -0.9
H -0.238059 2.869441 -0.605193 0.1 0.8 -1.1
H -0.828742 1.572287 0.252685 1.3 0.4 0.7
H 1.325238 1.075757 -1.205085 -0.2 0.3 0.7
H 1.412127 0.623348 0.437461 0.8 -1.1 1.2
H 2.387406 2.066797 -0.227114 -1.7 -0.7 0.8
```
Positions in Å, forces in eV/Å.

=====

The following is a quantum chemistry calculation of a structure of composition C35H34BN6O2P2Ti at a distorted geometry, from the OMol25 dataset.

## Properties
- spin multiplicity = 3
- total charge = -1
- HOMO-LUMO gap (alpha / beta) (Eh) = 0.2187 / 0.2736
- ΔE to the lowest compared entry with this formula, charge and spin (kcal per mole) = 10.9

The geometry in XYZ format:
```
81
Properties=species:S:1:pos:R:3:forces:R:3
Ti -0.228390 -0.411388 0.438546 1.6 1.0 -0.7
C 5.030025 -1.676481 -1.048707 0.0 0.0 0.0
N 3.903346 -1.218856 -0.259408 0.1 -0.1 0.0
C 3.746652 -1.358537 1.097620 0.1 0.1 0.0
C 2.545873 -0.799474 1.395916 0.1 0.1 0.1
N 1.963782 -0.323283 0.239378 0.6 -0.2 0.2
C 2.809732 -0.602784 -0.729710 0.0 0.1 0.0
H 5.274740 -2.699656 -0.777062 0.0 0.0 0.0
H 5.896103 -1.033575 -0.891056 0.0 0.0 0.0
H 4.748437 -1.671419 -2.097660 0.0 0.0 0.0
H 4.493061 -1.827766 1.716793 -0.1 0.0 0.0
H 2.079656 -0.695830 2.361809 0.0 0.0 0.0
H 2.669459 -0.380890 -1.774479 0.0 -0.1 0.0
C -0.381617 3.736281 0.243498 0.0 -0.2 0.0
P 0.540945 2.152626 -0.151521 0.5 0.9 -0.5
C 0.979303 2.091824 -1.941991 0.0 0.0 0.0
C 1.677688 3.108791 -2.588845 -0.1 0.0 0.1
C 2.032357 2.999595 -3.925691 0.0 0.1 0.0
C 1.699781 1.860118 -4.642202 0.0 0.0 0.0
C 1.006712 0.834325 -4.014751 0.0 -0.1 0.0
C 0.647796 0.953266 -2.679045 0.0 0.2 0.0
C 2.186174 2.540346 0.632506 -0.2 -0.1 0.2
C 2.147741 2.534040 2.031082 0.0 0.1 0.0
C 3.302307 2.636992 2.791504 -0.1 0.0 0.0
C 4.535238 2.734698 2.163488 0.1 0.0 0.0
C 4.594211 2.736867 0.777487 0.0 -0.1 0.0
C 3.432587 2.634519 0.018148 0.0 0.0 0.1
P -0.265970 5.504148 -0.307120 0.1 -0.3 0.0
C -0.724545 5.464701 -2.075741 0.0 0.1 0.0
C -1.386643 4.381010 -2.654842 0.1 -0.1 0.1
C -1.805163 4.440810 -3.977183 0.0 0.0 0.0
C -1.585028 5.581483 -4.735657 0.0 0.0 0.0
C -0.975732 6.685813 -4.152536 0.0 0.0 0.0
C -0.567050 6.632737 -2.827619 0.0 0.0 0.0
C 1.534312 5.885606 -0.243554 0.0 0.2 0.0
C 2.318843 6.331136 -1.304450 0.0 -0.1 0.0
C 3.646188 6.692574 -1.101923 0.0 0.0 -0.1
C 4.207960 6.625519 0.161668 0.0 0.0 0.1
C 3.429969 6.204755 1.233623 0.0 0.0 0.0
C 2.106408 5.853303 1.031677 0.0 0.0 0.0
H -0.264302 3.781810 1.329846 -0.1 0.1 0.1
H -1.432177 3.494885 0.082792 -0.1 -0.1 0.1
H 1.950491 3.992049 -2.032210 0.0 0.1 0.0
H 2.570574 3.809284 -4.406130 0.0 0.0 0.0
H 1.973902 1.768398 -5.686673 0.0 0.0 0.0
H 0.751168 -0.067723 -4.559576 0.0 0.1 0.0
H 0.096514 0.153015 -2.207414 -0.1 -0.1 0.0
H 1.193543 2.406356 2.535163 0.0 0.0 0.0
H 3.238188 2.611578 3.873462 0.0 0.0 0.0
H 5.445812 2.780088 2.750624 0.0 0.0 0.0
H 5.552968 2.797542 0.273507 0.0 0.0 0.0
H 3.518465 2.602333 -1.057374 0.0 0.0 -0.1
H -1.568381 3.475372 -2.086061 0.0 0.0 -0.1
H -2.291016 3.578262 -4.418629 0.0 0.0 0.0
H -1.898770 5.616893 -5.772016 0.0 0.0 0.0
H -0.822811 7.590881 -4.728782 0.0 0.0 0.0
H -0.120813 7.508599 -2.367020 0.0 0.0 -0.1
H 1.902157 6.385944 -2.302634 0.0 0.0 0.0
H 4.243030 7.029406 -1.942248 0.0 0.0 0.0
H 5.243575 6.903809 0.317213 0.0 0.0 0.0
H 3.854694 6.153672 2.228525 0.0 0.0 0.0
H 1.498679 5.538397 1.874383 0.1 0.0 0.0
B 0.247566 -0.389529 4.844564 0.1 0.0 0.2
C -0.221928 -0.099612 3.384201 -0.2 0.4 0.2
N -0.546081 0.177293 2.304037 0.0 0.1 1.5
H -0.222682 -1.450678 5.187353 0.0 0.0 0.0
H -0.154793 0.531930 5.524557 0.0 0.0 0.0
H 1.464729 -0.421844 4.825020 0.0 0.0 -0.1
C -3.271667 -0.163549 -0.278249 -0.1 -0.1 0.1
C -1.896503 0.462109 -0.390136 -1.0 0.8 -0.8
O -1.859213 1.551513 -0.996582 -0.1 -0.1 -0.1
H -3.989061 0.338121 -0.931122 0.0 0.0 0.0
H -3.596507 -0.057153 0.762697 0.0 -0.1 0.0
H -3.228966 -1.230860 -0.491161 0.0 0.0 0.0
O -1.044677 -2.039753 0.396019 -1.3 -1.7 0.0
N 0.156272 -2.228419 -0.220819 0.5 -0.9 -0.6
C 0.262472 -3.213986 -1.158429 -0.2 -0.1 0.1
C -0.777504 -4.121256 -1.463965 0.0 0.0 0.1
N -1.623273 -4.870087 -1.714819 0.0 0.0 0.0
C 1.517315 -3.368882 -1.787073 -0.1 0.1 0.1
N 2.555365 -3.475127 -2.291561 0.0 0.1 0.0
```
Positions in Å, forces in eV/Å.

=====

The following is a quantum chemistry calculation of a structure of composition C6H12F20Na4O8P4 at a distorted geometry, from the OMol25 dataset.

## Properties
- spin multiplicity = 1
- total charge = 0
- HOMO-LUMO gap (Eh) = 0.3567

The geometry in XYZ format:
```
54
Properties=species:S:1:pos:R:3:forces:R:3
Na 1.495208 -4.418782 -2.061224 0.3 0.9 -0.1
Na -0.647532 0.034018 3.187096 0.0 0.4 -0.4
Na 3.607258 -0.759372 -0.576944 0.2 -0.1 0.0
Na -2.613122 1.409768 -1.088954 0.8 0.0 0.1
P 4.438108 -2.900022 -3.088824 0.8 0.3 -2.3
F 5.092568 -1.410832 -2.793624 -1.2 -0.9 0.3
F 5.965928 -3.456892 -3.386604 -1.9 0.6 0.6
F 4.418788 -3.296962 -1.529324 1.3 0.2 1.0
F 3.842168 -4.358062 -3.396594 -0.6 -1.0 0.2
F 2.880918 -2.378922 -2.727244 0.2 0.6 -0.4
F 4.127658 -2.544362 -4.656594 0.8 0.3 1.3
P -2.646012 2.309568 1.842936 -0.9 2.9 1.1
F -2.234562 3.159688 0.554286 -0.2 0.6 -1.0
F -1.840182 1.064248 1.176256 -0.9 -1.5 -0.3
F -1.259622 2.660128 2.504776 1.2 1.4 0.6
F -2.938522 1.541688 3.199196 -1.2 -1.9 0.0
F -3.446132 3.615668 2.508326 1.0 -1.2 -1.1
F -4.043162 1.883348 1.048356 1.0 -0.5 0.7
P 2.622098 1.417898 2.808666 0.5 3.5 -0.2
F 3.967358 1.460588 3.591956 1.4 -2.2 0.9
F 3.394278 2.458848 1.763826 -1.3 -0.7 -0.5
F 3.066048 0.162368 1.811036 -0.2 0.3 0.0
F 1.183938 1.652018 2.107896 0.2 -0.9 -1.0
F 1.919118 0.297828 3.751806 0.0 0.1 0.4
F 2.227758 2.700418 3.754686 -0.8 -0.7 0.0
O -1.043482 -0.348002 -1.145654 1.3 -1.0 0.6
P 0.098598 -1.156282 -0.625464 -0.8 -0.3 -0.4
O 0.488938 -2.496852 -1.190084 -0.4 0.8 0.9
F -0.058742 -1.290182 0.984146 0.4 0.1 -1.3
F 1.468638 -0.295752 -0.646834 -1.0 -0.2 0.2
C 1.134468 3.568158 -0.709644 0.0 0.6 1.6
O 1.013568 3.914488 -2.098424 -1.2 -1.8 -1.0
C 0.187568 3.093138 -2.865424 -0.1 0.2 4.2
O -0.600982 2.306688 -2.356334 0.5 0.4 -0.9
O 0.348428 3.366868 -4.099914 0.7 0.6 -2.4
C 0.210188 2.348628 -5.111594 -0.6 -0.1 0.0
H 1.111568 4.494728 -0.136024 0.3 0.2 -0.3
H 2.069238 3.069348 -0.453744 0.2 0.0 -0.6
H 0.360608 2.996498 -0.197344 -0.4 -0.3 -1.0
H 1.089288 1.706548 -5.056654 -0.2 -0.1 -0.1
H 0.139308 2.820358 -6.091664 0.4 0.4 0.3
H -0.731582 1.810338 -5.004744 0.2 -0.2 0.4
C -5.234272 -1.227712 2.427666 0.8 0.6 0.5
O -4.611412 -2.472612 2.163926 2.9 -1.9 0.6
C -3.212342 -2.622482 2.413576 -1.2 1.3 -2.1
O -2.427242 -1.755352 2.752646 -1.1 -0.7 0.5
O -2.861382 -3.804972 1.911226 -4.1 0.1 0.6
C -1.595512 -4.285722 1.872226 2.5 0.1 -0.3
H -5.288522 -1.067082 3.504406 0.2 0.3 0.0
H -6.261992 -1.227722 2.064496 0.3 -0.4 -0.3
H -4.608532 -0.485952 1.931336 -0.5 0.5 0.3
H -1.501642 -5.369812 1.935696 -0.8 0.0 0.7
H -1.034772 -3.785182 2.661606 0.6 -0.2 -0.3
H -1.228342 -4.107972 0.861436 0.6 0.6 0.1
```
Positions in Å, forces in eV/Å.

=====

The following is a quantum chemistry calculation of the molecule C3F4O at a distorted geometry, from the OMol25 dataset.

## Properties
- spin multiplicity = 1
- total charge = 0
- HOMO-LUMO gap (alpha / beta) (Eh) = 0.2687 / 0.2689
- ΔE to the lowest compared entry with this formula, charge and spin (kcal per mole) = 106.8

The geometry in XYZ format:
```
8
Properties=species:S:1:pos:R:3:forces:R:3
C -0.673117 -1.166342 0.666020 1.0 1.7 -0.9
C -0.599680 0.235375 0.697401 -2.0 -3.6 2.9
C 0.841137 0.338801 -1.125988 1.9 2.5 -0.8
O 0.271489 0.821196 -0.122914 1.2 0.1 -2.8
F -1.328615 -1.747661 1.660254 -0.5 0.4 0.4
F -1.091444 1.121223 1.604716 0.5 0.1 -0.7
F 1.573278 1.254924 -1.839983 -1.5 -2.0 1.4
F 1.006953 -0.857516 -1.539505 -0.5 0.8 0.5
```
Positions in Å, forces in eV/Å.

=====

The following is a quantum chemistry calculation of the ion C10H13N3S with charge +2 at a distorted geometry, from the OMol25 dataset.

## Properties
- spin multiplicity = 1
- total charge = +2
- HOMO-LUMO gap (Eh) = 0.3281

The geometry in XYZ format:
```
27
Properties=species:S:1:pos:R:3:forces:R:3
C 1.559703 -0.146710 -0.137853 1.0 0.2 -0.2
C 0.353268 -0.145099 -0.154703 2.6 0.1 0.1
C 5.234045 0.262969 -0.008782 -1.0 -0.4 0.3
C 5.288822 -1.065839 0.243667 -0.4 1.6 -0.7
C 3.025234 -0.249480 -0.090734 -1.4 0.3 -0.2
C -2.572237 -1.984691 -1.056221 3.8 1.2 3.0
C -1.052101 -0.156942 -0.073880 -1.2 -1.4 -1.4
C -3.052702 -3.200851 -0.450946 -1.3 -2.6 -1.2
C 3.850988 2.019010 -0.726406 -1.2 3.1 -1.3
C -3.052335 1.137512 0.781162 1.5 0.8 0.8
N -1.600927 -1.253009 -0.542024 -2.2 -0.4 0.3
N 3.932332 0.720367 -0.218152 1.6 -2.5 1.4
N -1.624699 0.912292 0.426361 -0.8 1.0 1.2
S 3.757517 -1.740030 0.182897 -0.6 -0.9 0.4
H 6.045649 0.967324 -0.022124 0.1 0.1 -0.2
H 6.202412 -1.563152 0.317955 1.0 -1.2 0.4
H -2.941239 -1.650215 -1.946611 -1.2 0.7 -2.6
H -2.648831 -3.443056 0.518672 -0.2 0.4 0.4
H -2.887749 -4.197731 -1.057930 -0.1 2.1 0.5
H -4.180551 -3.123217 -0.529843 1.0 -0.1 0.6
H 2.754331 2.288689 -0.899445 1.6 0.1 0.7
H 4.514988 2.755409 -0.116994 -1.7 -1.2 -1.0
H 4.265223 1.905542 -1.739816 0.0 0.7 0.2
H -3.527318 1.508407 -0.063633 -1.0 1.0 -1.5
H -3.176139 1.879311 1.633714 0.4 -1.3 -1.0
H -3.452475 0.185368 0.932583 -0.9 -1.4 1.0
H -1.014681 1.603958 0.829188 0.4 -0.1 -0.1
```
Positions in Å, forces in eV/Å.

=====

The following is a quantum chemistry calculation of a structure of composition C33H40N4P2SeTi at a distorted geometry, from the OMol25 dataset.

## Properties
- spin multiplicity = 3
- total charge = 0
- HOMO-LUMO gap (alpha / beta) (Eh) = 0.2578 / 0.2508
- ΔE to the lowest compared entry with this formula, charge and spin (kcal per mole) = 0.0

The geometry in XYZ format:
```
81
Properties=species:S:1:pos:R:3:forces:R:3
Ti 0.204776 1.673042 0.399299 -1.8 0.0 -1.2
C -4.633331 -1.863524 0.618192 0.7 0.0 0.4
C -3.536953 -1.556495 1.325879 -1.2 -0.4 0.2
C -2.096730 -1.631189 0.917954 0.6 0.4 0.6
C -1.700485 -0.866918 -0.355537 0.2 0.1 0.1
C -1.609812 -1.686851 -1.630754 0.4 0.6 0.0
C -2.327485 -2.768634 -1.932709 0.5 0.1 -0.1
C -3.391094 -3.445301 -1.098974 -0.9 0.1 -0.4
C -4.634698 -2.617162 -0.677281 -0.5 -0.4 -0.3
C -1.133178 2.365104 -1.193061 -0.1 0.2 0.4
H -5.632324 -1.680290 1.058624 0.7 -0.1 -0.2
H -3.699280 -1.230394 2.357053 0.0 0.0 -0.5
H -1.697172 -2.648257 0.824517 -0.2 0.1 0.2
H -1.563948 -1.143406 1.763961 -0.1 -0.3 -0.5
H -2.353156 0.008095 -0.487570 0.2 -0.2 0.0
H -0.667115 -0.460036 -0.138426 -0.4 -0.2 -0.3
H -0.845813 -1.283348 -2.327161 -0.7 -0.6 0.2
H -2.138205 -3.266369 -2.899069 0.0 0.4 0.5
H -3.003225 -3.922724 -0.188587 0.0 -0.2 -0.5
H -3.815324 -4.195758 -1.794991 0.3 0.0 0.7
H -4.964157 -2.011019 -1.523043 0.0 0.2 0.0
H -5.456996 -3.346717 -0.540894 0.3 0.2 -0.2
H -2.140730 2.361053 -0.734496 0.4 0.0 -0.5
H -1.161677 1.900170 -2.197384 0.0 0.2 0.5
H -0.824724 3.424845 -1.289929 -0.2 -0.2 -0.2
P 1.528636 1.007057 -1.521199 3.3 -0.6 -3.8
P 1.443299 0.251197 1.968451 3.4 -3.2 2.6
N 1.299540 -0.088557 -2.916642 -0.5 -0.2 0.4
N 2.800975 1.960925 -2.455089 -0.2 0.0 0.9
N 1.900865 -1.543966 1.927329 -0.1 0.8 -0.3
N 2.463390 0.441895 3.530693 -0.1 0.4 -0.1
C 2.728623 0.052860 -0.536924 0.5 -0.5 0.1
C 2.813675 0.768609 0.825889 -0.1 0.3 -0.2
C 0.473464 0.143864 -4.023004 0.6 -0.8 -0.2
C 0.758510 -0.807941 -4.999717 0.1 0.6 1.0
C 1.787940 -1.661592 -4.480183 -0.1 0.9 1.0
C 2.101382 -1.195905 -3.208147 -0.6 -0.1 -0.7
C 2.793810 3.314610 -2.762040 0.9 -0.1 -0.3
C 3.996691 3.638754 -3.392460 -0.7 -0.6 0.5
C 4.778946 2.440969 -3.458478 -1.2 -0.5 0.6
C 4.021911 1.431366 -2.881100 0.2 0.8 -0.1
C 1.062945 -2.649478 2.021397 0.7 -0.8 -0.2
C 1.810826 -3.806732 1.755037 -0.3 1.7 0.1
C 3.148884 -3.387927 1.468824 -0.2 1.1 0.4
C 3.198174 -2.011579 1.641580 -0.9 -0.7 -0.4
C 3.047336 -0.563503 4.319558 0.7 0.6 0.0
C 4.177780 -0.054590 4.959194 -1.3 0.3 -1.0
C 4.280730 1.332570 4.585408 -0.8 -0.4 -0.5
C 3.213773 1.603039 3.735838 0.5 -0.4 0.4
H 3.743246 -0.003521 -0.966152 -0.6 0.2 0.1
H 2.402714 -0.998948 -0.448892 -0.1 0.5 0.2
H 3.798539 0.636961 1.290655 -0.4 0.1 0.1
H 2.696781 1.872447 0.732735 0.3 -0.2 -0.2
H -0.246991 0.947675 -3.989521 0.1 -0.1 -0.2
H 0.293284 -0.878397 -5.975339 0.0 0.0 0.2
H 2.248055 -2.504040 -4.977157 -0.1 0.1 0.1
H 2.799657 -1.574737 -2.477064 -0.1 0.0 -0.2
H 1.952483 3.930408 -2.473685 0.1 -0.1 -0.2
H 4.297941 4.606834 -3.765970 -0.2 0.0 0.1
H 5.766353 2.298070 -3.869674 -0.1 0.1 0.0
H 4.296020 0.401501 -2.693069 -0.1 0.3 -0.3
H 0.021324 -2.537413 2.316250 0.4 0.0 -0.2
H 1.457851 -4.818055 1.754241 -0.2 -0.1 0.0
H 3.997271 -3.996427 1.164899 -0.3 0.1 0.3
H 4.032046 -1.336864 1.524510 -0.1 -0.2 0.1
H 2.619134 -1.553907 4.379394 0.1 0.1 -0.2
H 4.853934 -0.617441 5.585508 -0.2 0.1 0.1
H 5.057690 2.023938 4.895568 -0.3 -0.1 -0.1
H 2.922787 2.536877 3.270580 0.1 -0.1 0.0
Se -1.404044 2.293296 2.093251 -1.0 0.4 1.1
C -3.327908 2.458970 1.791778 -0.1 0.1 -0.2
C -4.169782 1.484825 2.357468 0.0 0.3 -0.1
C -5.559501 1.590578 2.234219 0.2 0.4 -0.3
C -6.117394 2.682574 1.544919 0.3 -0.1 0.2
C -5.283903 3.682225 1.017097 0.1 -0.4 0.1
C -3.889336 3.562428 1.118503 0.0 -0.4 0.2
H -3.724960 0.637817 2.886004 -0.2 0.5 -0.1
H -6.199800 0.823405 2.686775 0.2 0.3 -0.3
H -7.202383 2.753908 1.426465 0.4 0.0 0.1
H -5.718097 4.559413 0.523152 0.2 -0.4 0.1
H -3.222283 4.311741 0.682724 -0.3 -0.2 0.2
```
Positions in Å, forces in eV/Å.